Record 1
{
  "formula": "C21H22N2O4ReSSe2",
  "method": "ωB97M-V/def2-TZVPD",
  "e_homo_ev": [-6.452, -6.200],
  "lumo_energy_ev": [-0.3, -0.5],
  "orbital_gap_ev": [6.16, 5.75],
  "s2": 3.7855,
  "energy_ha": -6503.2284,
  "multiplicity": 4,
  "elements": ["Re", "C", "C", "C", "C", "C", "C", "C", "C", "C", "S", "C", "N", "H", "H", "H", "H", "H", "H", "H", "H", "O", "C", "C", "C", "O", "C", "Se", "C", "Se", "H", "H", "H", "H", "H", "H", "H", "H", "H", "H", "O", "C", "O", "C", "C", "C", "C", "C", "N", "H", "H", "H", "H"],
  "positions_angstrom": [[0.645, 0.110, -1.007], [3.177, 0.770, 0.896], [3.489, -0.308, -0.099], [4.777, -0.845, -0.157], [5.075, -1.882, -1.005], [4.023, -2.482, -1.731], [4.197, -3.609, -2.556], [3.120, -4.194, -3.174], [1.831, -3.713, -2.957], [1.625, -2.577, -2.196], [0.005, -1.977, -1.897], [2.729, -1.914, -1.605], [2.491, -0.765, -0.882], [4.052, 1.387, 1.093], [2.844, 0.310, 1.830], [2.354, 1.406, 0.552], [5.541, -0.414, 0.470], [6.083, -2.261, -1.089], [5.192, -4.005, -2.679], [3.263, -5.053, -3.810], [0.976, -4.225, -3.366], [-0.857, -0.227, 3.759], [-0.901, -1.245, 4.722], [-0.385, -2.541, 4.079], [-0.082, -3.556, 5.209], [0.391, -4.793, 4.757], [0.900, -2.251, 3.314], [0.560, -1.794, 1.383], [-1.437, -3.129, 3.139], [-1.718, -1.946, 1.572], [-1.371, 0.533, 4.044], [-1.920, -1.408, 5.095], [-0.259, -0.989, 5.580], [-0.985, -3.680, 5.822], [0.716, -3.151, 5.838], [-0.324, -5.273, 4.321], [1.530, -3.143, 3.277], [1.452, -1.434, 3.776], [-2.397, -3.270, 3.639], [-1.091, -4.082, 2.734], [-2.166, 3.056, -0.983], [-1.198, 2.331, -1.120], [-1.138, 1.076, -0.868], [0.113, 2.900, -1.658], [0.199, 4.147, -2.247], [1.399, 4.556, -2.808], [2.490, 3.694, -2.722], [2.343, 2.480, -2.082], [1.173, 2.064, -1.564], [-0.684, 4.766, -2.260], [1.474, 5.506, -3.313], [3.445, 3.966, -3.144], [3.185, 1.801, -1.983]],
  "forces_ev_per_a": [[-0.4, -0.5, -0.2], [0.0, 0.0, -0.2], [-0.6, 0.1, -0.2], [0.4, -0.5, -0.3], [-0.3, 0.3, 0.3], [-0.2, 0.3, 0.0], [-0.1, -0.2, -0.2], [0.5, 0.0, 0.1], [-0.1, 0.5, 0.3], [-0.2, -0.2, -0.1], [-0.1, 0.2, 0.0], [0.2, -0.5, -0.3], [1.4, -0.1, 0.4], [0.1, 0.0, 0.1], [0.0, 0.1, 0.0], [0.1, -0.1, 0.1], [0.1, 0.1, 0.1], [0.1, -0.1, 0.0], [0.2, -0.1, 0.0], [0.1, -0.1, 0.0], [-0.1, 0.0, -0.1], [0.2, 0.6, 0.2], [0.1, -0.4, 0.3], [-0.2, 0.2, 0.1], [-0.2, 0.6, 0.1], [0.0, -0.5, -0.3], [0.2, 0.2, -0.4], [0.7, -0.4, 0.4], [0.0, 0.1, -0.5], [-0.8, -0.6, 0.2], [0.0, 0.0, 0.0], [0.0, 0.0, 0.0], [-0.1, -0.1, 0.0], [0.1, 0.1, 0.1], [-0.1, 0.0, 0.0], [0.1, 0.1, 0.1], [-0.1, 0.1, -0.1], [0.0, 0.0, 0.0], [0.0, 0.0, 0.0], [-0.1, 0.0, 0.0], [0.3, -0.1, -0.1], [-0.2, 0.9, -0.1], [-0.5, -0.4, 0.2], [-0.1, -0.1, 0.1], [0.0, 0.0, 0.0], [0.0, -0.4, 0.1], [-0.2, 0.2, 0.0], [0.2, -0.2, 0.0], [-0.1, 0.8, -0.2], [-0.1, 0.0, 0.0], [0.1, 0.1, 0.0], [0.1, 0.0, 0.0], [-0.2, 0.0, 0.0]]
}



Record 2
{
  "formula": "C21H22N2O4S",
  "method": "ωB97M-V/def2-TZVPD",
  "e_homo_ev": -8.574,
  "lumo_energy_ev": 0.3,
  "smiles": "Cc1ccc(C(=O)NCc2ccco2)cc1S(=O)(=O)Nc1cccc(C)c1C",
  "de_lowest_kj_mol": 174.9,
  "orbital_gap_ev": 8.90,
  "energy_ha": -1622.0943,
  "elements": ["C", "C", "C", "C", "C", "C", "C", "H", "H", "C", "O", "N", "H", "C", "C", "C", "C", "C", "O", "H", "H", "H", "H", "H", "H", "S", "O", "O", "N", "C", "C", "C", "C", "C", "C", "C", "H", "H", "H", "C", "H", "H", "H", "H", "H", "H", "H", "H", "H", "H"],
  "positions_angstrom": [[-3.778, -1.587, 2.207], [-2.529, -1.608, 1.390], [-2.493, -1.365, 0.023], [-1.310, -1.437, -0.684], [-0.103, -1.708, -0.050], [-0.120, -1.917, 1.328], [-1.313, -1.889, 2.018], [-1.314, -2.064, 3.084], [0.795, -2.076, 1.880], [1.136, -1.648, -0.879], [1.164, -1.057, -1.943], [2.217, -2.297, -0.390], [2.187, -2.706, 0.529], [3.519, -2.149, -1.018], [4.212, -0.921, -0.523], [4.265, 0.344, -1.028], [5.001, 1.113, -0.093], [5.334, 0.259, 0.911], [4.859, -0.974, 0.664], [5.887, 0.398, 1.818], [5.244, 2.153, -0.164], [3.836, 0.677, -1.950], [4.114, -3.039, -0.804], [3.351, -2.054, -2.093], [-1.318, -1.273, -1.750], [-3.849, -0.738, -0.996], [-5.051, -0.546, -0.242], [-3.938, -1.508, -2.200], [-3.238, 0.761, -1.460], [-2.380, 1.393, -0.546], [-2.860, 1.542, 0.752], [-2.037, 2.041, 1.741], [-0.730, 2.376, 1.439], [-0.247, 2.259, 0.143], [-1.080, 1.789, -0.877], [-0.549, 1.695, -2.277], [0.028, 2.584, -2.520], [-1.344, 1.608, -3.014], [0.110, 0.831, -2.374], [1.183, 2.600, -0.152], [1.720, 2.822, 0.767], [1.249, 3.470, -0.804], [1.676, 1.768, -0.652], [-0.074, 2.738, 2.218], [-2.410, 2.157, 2.747], [-3.876, 1.247, 0.958], [-2.890, 0.706, -2.405], [-3.979, -2.588, 2.590], [-4.627, -1.259, 1.619], [-3.651, -0.925, 3.062]],
  "forces_ev_per_a": [[-0.2, 0.0, 0.1], [0.0, -0.1, 0.1], [-0.4, 0.1, -0.3], [0.5, -0.2, -0.1], [-0.5, 0.2, 0.0], [0.0, 0.0, -0.1], [0.0, 0.0, -0.1], [0.0, 0.0, 0.1], [0.1, 0.0, 0.1], [0.0, -0.2, 0.2], [0.1, 0.1, -0.3], [0.1, -0.3, 0.2], [-0.1, 0.0, -0.1], [0.1, 0.3, 0.2], [-0.2, 0.4, -0.8], [0.0, -0.7, 0.1], [0.2, -0.2, 0.5], [0.1, 0.9, -0.2], [-0.1, -0.5, 0.1], [0.1, -0.1, 0.1], [0.1, 0.2, 0.1], [-0.1, 0.0, -0.2], [0.0, 0.0, -0.1], [0.1, -0.1, 0.2], [0.1, 0.1, -0.1], [-0.1, 0.0, -0.3], [0.3, 0.1, 0.2], [0.3, 0.0, -0.1], [-0.3, -0.6, -0.2], [0.3, 0.6, 0.7], [0.1, 0.2, 0.0], [0.0, -0.1, 0.0], [0.0, 0.0, 0.0], [-0.1, 0.0, 0.1], [-0.2, 0.0, 0.0], [0.0, -0.1, 0.1], [0.0, 0.1, -0.1], [0.0, 0.0, -0.1], [0.0, 0.0, -0.1], [-0.1, 0.0, 0.0], [0.1, 0.0, 0.0], [0.1, 0.1, -0.1], [0.1, 0.0, -0.1], [0.1, 0.0, 0.1], [0.0, 0.0, 0.1], [-0.1, 0.0, 0.1], [0.0, -0.2, -0.1], [0.0, 0.0, 0.0], [0.0, -0.1, 0.2], [0.0, 0.0, 0.1]]
}



Record 3
{
  "formula": "C21H22N2O5",
  "method": "ωB97M-V/def2-TZVPD",
  "e_homo_ev": -8.076,
  "lumo_energy_ev": 0.7,
  "smiles": "CCCOC(=O)c1ccc(Oc2c(-c3ccc(OC)cc3O)n[nH]c2C)cc1",
  "de_lowest_kj_mol": 237.8,
  "orbital_gap_ev": 8.75,
  "energy_ha": -1299.1489,
  "elements": ["C", "C", "C", "H", "H", "O", "C", "O", "C", "C", "C", "C", "C", "C", "H", "H", "O", "C", "C", "N", "N", "C", "C", "C", "C", "C", "C", "C", "O", "H", "H", "O", "C", "H", "H", "H", "H", "H", "H", "C", "H", "H", "H", "H", "H", "H", "H", "H", "H", "H"],
  "positions_angstrom": [[4.069, 2.255, 1.125], [4.511, 1.038, 1.928], [4.606, -0.218, 1.063], [5.296, -0.053, 0.228], [4.946, -1.070, 1.659], [3.332, -0.580, 0.538], [3.114, -0.355, -0.767], [3.945, 0.092, -1.521], [1.740, -0.722, -1.175], [1.310, -0.362, -2.451], [0.023, -0.631, -2.858], [-0.855, -1.272, -1.987], [-0.414, -1.692, -0.735], [0.872, -1.407, -0.329], [1.209, -1.713, 0.649], [-1.083, -2.229, -0.079], [-2.136, -1.458, -2.430], [-3.142, -1.519, -1.494], [-4.240, -2.357, -1.563], [-4.993, -2.048, -0.480], [-4.454, -1.091, 0.272], [-3.326, -0.733, -0.323], [-2.402, 0.248, 0.247], [-2.058, 0.157, 1.590], [-1.096, 0.972, 2.152], [-0.451, 1.917, 1.359], [-0.819, 2.053, 0.024], [-1.791, 1.240, -0.534], [-2.120, 1.462, -1.832], [-2.784, 0.825, -2.123], [-0.343, 2.801, -0.587], [0.537, 2.748, 1.786], [0.949, 2.664, 3.128], [1.342, 1.671, 3.366], [1.743, 3.401, 3.240], [0.132, 2.905, 3.816], [-0.854, 0.856, 3.196], [-2.553, -0.588, 2.194], [-5.876, -2.454, -0.215], [-4.614, -3.386, -2.564], [-4.783, -4.348, -2.082], [-3.810, -3.487, -3.287], [-5.525, -3.101, -3.090], [-0.332, -0.332, -3.831], [2.000, 0.153, -3.103], [5.497, 1.214, 2.363], [3.807, 0.855, 2.742], [3.048, 2.134, 0.771], [4.112, 3.150, 1.741], [4.716, 2.396, 0.262]],
  "forces_ev_per_a": [[0.1, -0.1, 0.1], [-0.2, -0.2, -0.4], [0.6, 0.2, 0.2], [-0.1, -0.1, 0.2], [-0.1, 0.1, -0.1], [-0.3, 0.0, 0.1], [0.2, 0.0, -0.3], [-0.1, 0.0, 0.1], [-0.2, -0.1, -0.1], [0.2, 0.0, 0.2], [-0.4, -0.2, 0.1], [0.8, 0.0, 0.2], [-0.3, -0.2, -0.2], [0.2, 0.1, -0.1], [0.0, 0.0, 0.1], [-0.1, 0.0, 0.0], [-0.4, 0.0, -0.1], [-0.5, -0.2, 0.2], [0.3, 0.1, -0.1], [0.4, -0.1, -0.4], [-0.1, 0.4, 0.5], [-0.2, -0.2, -0.4], [-0.1, 0.2, 0.2], [0.0, 0.1, -0.3], [0.2, 0.1, 0.3], [-0.1, -0.1, -0.2], [0.1, 0.0, -0.1], [0.0, 0.0, 0.4], [0.0, 0.0, -0.1], [0.0, 0.0, 0.1], [0.1, 0.1, -0.1], [-0.2, 0.0, -0.3], [0.1, 0.0, 0.2], [0.0, 0.0, 0.0], [0.0, -0.1, 0.0], [0.0, 0.0, 0.0], [0.1, 0.0, 0.1], [0.0, -0.1, 0.1], [0.1, 0.1, 0.0], [-0.1, 0.0, 0.0], [0.0, -0.1, -0.1], [0.0, -0.1, -0.1], [0.0, 0.0, -0.1], [0.0, 0.1, -0.1], [0.1, 0.0, -0.1], [0.0, -0.1, 0.1], [0.1, 0.0, 0.1], [-0.1, 0.1, -0.1], [0.0, 0.1, 0.0], [0.0, 0.1, -0.1]]
}



Record 4
{
  "formula": "C21H22N3O3PtS3",
  "method": "ωB97M-V/def2-TZVPD",
  "charge": 1,
  "e_homo_ev": -10.247,
  "lumo_energy_ev": -2.9,
  "de_lowest_kj_mol": 0.0,
  "orbital_gap_ev": 7.34,
  "energy_ha": -2517.0713,
  "elements": ["Pt", "O", "C", "C", "C", "C", "C", "C", "C", "O", "N", "N", "C", "S", "C", "C", "S", "H", "H", "H", "H", "H", "H", "H", "H", "H", "N", "C", "C", "C", "C", "C", "C", "C", "H", "H", "H", "H", "H", "O", "S", "C", "C", "C", "C", "H", "H", "H", "H", "H", "H", "H", "H"],
  "positions_angstrom": [[0.783, 0.509, -0.274], [-2.979, 3.178, -3.142], [-2.570, 2.182, -3.944], [-3.198, 2.072, -5.186], [-2.824, 1.085, -6.071], [-1.813, 0.179, -5.746], [-1.197, 0.274, -4.520], [-1.562, 1.264, -3.599], [-0.895, 1.303, -2.297], [0.029, 0.409, -2.069], [-1.192, 2.228, -1.425], [-0.486, 2.080, -0.233], [-0.931, 2.817, 0.729], [-0.252, 2.835, 2.336], [-1.673, 3.696, 3.066], [-2.164, 4.705, 2.053], [-2.309, 3.854, 0.459], [-2.460, 3.149, -2.315], [-3.974, 2.785, -5.427], [-3.324, 1.015, -7.028], [-1.516, -0.585, -6.450], [-0.414, -0.419, -4.245], [-1.330, 4.174, 3.983], [-2.443, 2.964, 3.304], [-1.470, 5.537, 1.949], [-3.150, 5.089, 2.313], [1.015, -1.571, -0.005], [0.682, -2.656, -0.180], [0.279, -4.008, -0.386], [-1.081, -4.304, -0.484], [-1.468, -5.620, -0.664], [-0.509, -6.621, -0.744], [0.844, -6.319, -0.650], [1.248, -5.009, -0.472], [-1.814, -3.512, -0.428], [-2.518, -5.865, -0.743], [-0.819, -7.648, -0.883], [1.582, -7.105, -0.718], [2.297, -4.756, -0.405], [1.832, 0.789, 1.503], [3.289, 0.665, 1.936], [3.335, -0.787, 3.018], [2.971, -0.301, 4.414], [3.728, 1.014, 4.579], [3.427, 1.830, 3.325], [4.354, -1.174, 2.970], [2.655, -1.515, 2.577], [3.240, -1.035, 5.172], [1.894, -0.131, 4.477], [4.799, 0.820, 4.656], [3.429, 1.561, 5.472], [4.175, 2.580, 3.076], [2.445, 2.299, 3.360]],
  "forces_ev_per_a": [[-0.2, -0.3, 0.8], [0.0, 0.0, 0.0], [0.0, 0.0, 0.0], [0.0, 0.0, 0.0], [0.0, 0.0, 0.0], [0.0, 0.0, 0.0], [0.0, 0.0, 0.0], [-0.1, 0.0, 0.0], [0.2, 0.4, 0.1], [-0.3, -0.6, 0.1], [-0.1, -0.1, -0.2], [0.5, 0.3, -0.2], [0.0, 0.0, 0.0], [0.0, 0.0, 0.0], [0.0, 0.0, 0.0], [0.0, 0.0, 0.0], [0.0, 0.0, 0.0], [0.0, 0.0, 0.0], [0.0, 0.0, 0.0], [0.0, 0.0, 0.0], [0.0, 0.0, 0.0], [0.0, 0.0, 0.0], [0.0, 0.0, 0.0], [0.0, 0.0, 0.0], [0.0, 0.0, 0.0], [0.0, 0.0, 0.0], [0.4, 0.4, -0.8], [0.2, 0.1, 0.0], [0.0, -0.1, 0.1], [0.0, 0.0, 0.0], [0.0, 0.0, 0.0], [0.0, 0.0, 0.0], [0.0, 0.0, 0.0], [0.0, 0.0, 0.0], [0.0, 0.0, 0.0], [0.0, 0.0, 0.0], [0.0, 0.0, 0.0], [0.0, 0.0, 0.0], [0.0, 0.0, 0.0], [-0.8, 0.2, 0.6], [0.3, -0.2, -0.4], [0.0, 0.0, 0.0], [0.0, 0.0, 0.0], [0.0, 0.0, 0.0], [0.0, 0.0, 0.0], [0.0, 0.0, 0.0], [0.0, 0.0, 0.0], [0.0, 0.0, 0.0], [0.0, 0.0, 0.0], [0.0, 0.0, 0.0], [0.0, 0.0, 0.0], [0.0, 0.0, 0.0], [-0.1, 0.0, 0.0]]
}



| no. | F_max (hartree/bohr) |
| --- | --- |
| 1 | 0.0288 |
| 2 | 0.0192 |
| 3 | 0.0162 |
| 4 | 0.0193 |